Here is the molecule C4H7NO2 in a non-equilibrium geometry from the OMol25 dataset. Energies are from wB97M-V/def2-TZVPD.

```
14
C4H7NO2 wB97M-V/def2-TZVPD
O -0.12253 -2.17691 -0.92264
O -2.16142 1.87423 0.16634
N -0.53596 0.32623 0.31834
C 1.73385 -0.08202 1.10966
C 0.85845 -0.00846 -0.11520
C -1.06684 1.60141 -0.07356
C 0.85766 -1.52952 -0.69838
H -1.16633 -0.42451 0.46640
H 2.65283 0.50582 0.85442
H 1.82204 -1.91017 -0.78220
H 1.98753 -1.09911 1.24207
H -0.25708 2.32780 -0.51140
H 1.26573 0.27145 2.04791
H 1.41985 0.57814 -0.83024
```

Properties
E_HOMO: -9.77 eV
Structure (SMILES): C[C@@H](C=O)NC=O
2S+1: 1

***

Here is the molecule C4H7NO2 in a non-equilibrium geometry from the OMol25 dataset. Energies are from wB97M-V/def2-TZVPD.

```
14
C4H7NO2 wB97M-V/def2-TZVPD
O 0.79484 -1.03983 -0.55211
O 2.67670 0.23770 -0.31902
N 0.84459 0.46206 1.12074
C -1.57064 -0.97142 0.15433
C 0.17596 1.04474 -0.10745
C -0.45473 -0.27321 -0.62797
C 1.61532 -0.16374 0.10536
H 1.41577 1.18029 1.55892
H 1.20204 1.24484 -0.75079
H -1.32773 -1.03559 1.21772
H -1.71497 -1.99257 -0.22835
H -0.40795 1.93917 0.07721
H -2.52180 -0.43855 0.03513
H -0.72741 -0.19386 -1.68372
```

Properties
E_HOMO: -10.11 eV
2S+1: 1

***

Here is a cluster of 2 separate species, C4H7NO2 in total from the OMol25 dataset. Energies are from wB97M-V/def2-TZVPD.

```
14
C4H7NO2 wB97M-V/def2-TZVPD
O 0.32138 1.55556 2.14675
O -1.99526 1.70449 2.35846
N -1.32908 -0.03232 0.22299
C 0.52673 -0.78786 -1.18478
C 1.53247 -0.11042 -0.25923
C -0.92157 -0.62763 -0.82001
C -0.84079 1.59573 2.21334
H -2.34581 -0.07766 0.29991
H 1.29414 0.94970 -0.15557
H -1.61168 -1.12085 -1.52126
H 0.66312 -1.87960 -1.19989
H 0.64473 -0.43177 -2.21792
H 1.49479 -0.55617 0.73669
H 2.56684 -0.18119 -0.61948
```

Properties
E_HOMO: -10.29 eV
Structure (SMILES): [H]/N=C/CC.O=C=O
2S+1: 1

***

Here is the molecule C4H7NO2 from the OMol25 dataset. Energies are from wB97M-V/def2-TZVPD.

```
14
C4H7NO2 wB97M-V/def2-TZVPD
O -2.03123 -1.54029 -1.67754
O -0.23280 -0.21432 -1.31726
N -1.02899 -1.36179 0.41147
C 1.10633 1.48874 -0.26102
C -0.20648 -0.33088 1.00998
C -1.19815 -1.09497 -0.93457
C 0.64296 0.05066 -0.20905
H 1.49796 -0.63408 -0.28664
H 1.80201 1.69313 0.55925
H 0.25421 2.17011 -0.18116
H -1.82336 -1.75183 0.89164
H 0.39758 -0.69511 1.84666
H 1.62199 1.69217 -1.20300
H -0.80203 0.52847 1.35123
```

Properties
E_HOMO: -10.10 eV
Structure (SMILES): C[C@H]1CNC(=O)O1
2S+1: 1

***

Here is the molecule C4H7NO2 from the OMol25 dataset. Energies are from wB97M-V/def2-TZVPD.

```
14
C4H7NO2 wB97M-V/def2-TZVPD
O 1.50644 0.20287 0.17315
O -2.25543 0.79018 1.32533
N -0.95460 0.81453 0.85839
C -1.67646 -1.28047 -0.24285
C -0.71302 -0.19570 0.10398
C 2.70090 0.62377 -0.48933
C 0.55516 -0.13695 -0.64775
H -2.31939 1.62005 1.81535
H 2.57735 0.39674 -1.54920
H -1.96111 -1.81749 0.66584
H -2.58474 -0.86439 -0.68997
H 3.56045 0.11460 -0.05145
H -1.20403 -1.96752 -0.94948
H 2.76848 1.69979 -0.32200
```

Properties
E_HOMO: -8.59 eV
2S+1: 1

***

Here is a cluster of 2 separate species, C4H7NO2 in total in a non-equilibrium geometry from the OMol25 dataset. Energies are from wB97M-V/def2-TZVPD.

```
14
C4H7NO2 wB97M-V/def2-TZVPD
O 2.48160 -1.06396 -0.28154
O 2.49335 1.11410 -0.00535
N 2.02521 0.01754 -0.03943
C -0.51527 1.57698 0.01458
C -0.91750 -1.03679 0.75204
C -0.52995 -1.10998 -0.72815
C -0.45594 0.08496 0.10550
H -0.40224 -1.73155 1.55647
H 0.55503 -1.59083 -0.88966
H -0.86454 2.03725 -0.95739
H -2.03672 -0.92979 0.93791
H 0.53997 1.85832 0.18273
H -1.29511 -1.25688 -1.42134
H -1.07789 2.03061 0.77363
```

Properties
E_HOMO (spin up / spin down): -8.83 / -8.02 eV
2S+1: 1

***

Here is a structure of composition C4H7NO2 in a non-equilibrium geometry from the OMol25 dataset. Energies are from wB97M-V/def2-TZVPD.

```
14
C4H7NO2 wB97M-V/def2-TZVPD
O 1.47291 0.85430 -0.76744
O -0.77298 1.92916 0.24551
N -0.55581 -0.63654 1.44311
C -1.20794 -0.41655 0.21294
C 0.54238 -0.14171 -0.60158
C -1.11357 0.92081 -0.38153
C 0.75035 -0.79764 0.77240
H 1.38521 1.34441 -1.59910
H 0.99999 -1.84867 0.62046
H 0.42874 -0.76469 -1.48576
H -0.57527 0.25207 1.94192
H -1.41073 -1.36966 -0.29320
H 1.53950 -0.28420 1.31750
H -1.48279 0.95892 -1.42522
```

Properties
E_HOMO: -8.66 eV
2S+1: 1

***

Here is the molecule C4H7NO2 from the OMol25 dataset. Energies are from wB97M-V/def2-TZVPD.

```
14
C4H7NO2 wB97M-V/def2-TZVPD
O -1.38603 -1.83542 0.40905
O 0.05810 2.11019 -1.59130
N -0.97176 -0.53273 0.95363
C 0.40166 -0.30861 0.52445
C -1.00259 1.31496 -1.10964
C -0.50601 0.29669 -0.15350
C 1.73090 -0.72519 0.99147
H 1.82470 -0.49373 2.05744
H -1.95664 -2.15289 1.12302
H 1.84369 -1.80680 0.86802
H -1.57147 0.84750 -1.92621
H 0.69786 1.51881 -2.00748
H 2.52489 -0.21633 0.43971
H -1.68731 1.98354 -0.57865
```

Properties
E_HOMO: -8.78 eV
Structure (SMILES): CC1=C(CO)N1O
2S+1: 1

***

Here is a cluster of 2 separate species, C4H7NO2 in total from the OMol25 dataset. Energies are from wB97M-V/def2-TZVPD.

```
14
C4H7NO2 wB97M-V/def2-TZVPD
O 0.48153 1.63488 1.12811
O 1.77468 -0.46972 -0.53773
N -0.53600 1.45431 -0.91767
C -0.32446 2.04071 0.31415
C 0.91236 -1.43323 -0.14668
C 0.29369 -1.50984 1.03272
C -1.22032 0.40658 -1.09569
H -0.40780 -2.30991 1.23687
H 0.74602 -2.15948 -0.94056
H 1.71629 0.26060 0.10403
H -1.78478 -0.09464 -0.30485
H -1.23823 -0.04418 -2.08897
H -0.86869 2.98930 0.45868
H 0.47598 -0.77403 1.81034
```

Properties
E_HOMO: -8.94 eV
Structure (SMILES): C=NC=O.C=CO
2S+1: 1

***

Here is the molecule C4H7NO2 from the OMol25 dataset. Energies are from wB97M-V/def2-TZVPD.

```
14
C4H7NO2 wB97M-V/def2-TZVPD
O 1.26900 0.04434 -0.43503
O -0.90842 -0.11457 0.18121
N -2.10307 0.98861 -1.53549
C 0.74273 -1.03748 1.65514
C 0.36440 0.07166 0.71375
C -1.04781 0.38065 -1.14219
C 0.71184 0.81825 -1.32909
H 0.45888 1.07158 1.15792
H 1.75526 -0.87677 2.03689
H 1.23572 0.70214 -2.29276
H 0.70192 -1.99050 1.12197
H -2.61512 1.35044 -0.73170
H 0.04524 -1.06750 2.49636
H -0.61057 -0.34085 -1.89698
```

Properties
E_HOMO (spin up / spin down): -8.26 / -8.26 eV
2S+1: 1

***

Here is a cluster of 2 separate species, C4H7NO2 in total in a non-equilibrium geometry from the OMol25 dataset. Energies are from wB97M-V/def2-TZVPD.

```
14
C4H7NO2 wB97M-V/def2-TZVPD
O 0.72327 -1.92020 -0.37284
O 2.69776 -1.14408 0.29746
N -1.45628 0.87668 -0.70074
C -0.25246 1.51134 -0.13479
C 0.72923 0.40882 0.07793
C 0.15804 -0.82395 -0.29737
C -1.33511 -0.57610 -0.53875
H 0.13697 2.29775 -0.79690
H -1.55077 1.11083 -1.67966
H 1.55375 0.40718 0.77822
H -1.66863 -1.10732 -1.43546
H -1.92620 -0.95062 0.30739
H 2.62973 -2.10068 0.43108
H -0.48127 2.00644 0.82185
```

Properties
E_HOMO (spin up / spin down): -9.13 / -9.03 eV
2S+1: 1

***

Here is the molecule C4H7NO2 from the OMol25 dataset. Energies are from wB97M-V/def2-TZVPD.

```
14
C4H7NO2 wB97M-V/def2-TZVPD
O -1.07250 0.56382 0.10240
O -0.46292 -1.36494 1.05285
N -1.63103 0.22769 2.27761
C 0.77148 1.14604 -1.27906
C 0.55690 -1.05653 0.10165
C -0.10187 0.01856 -0.77954
C -1.11850 -0.18552 1.21554
H -1.47174 -0.51336 2.94956
H 1.26943 1.63953 -0.44026
H -0.62913 -0.45198 -1.60967
H 0.72403 -1.99881 -0.39583
H 1.47724 -0.67033 0.58064
H 0.16814 1.89338 -1.80803
H 1.52046 0.75245 -1.96786
```

Properties
E_HOMO: -9.94 eV
Structure (SMILES): [H]/N=C1\OC[C@H](C)O1
2S+1: 1

***

Here is a cluster of 2 separate species, C4H7NO2 in total from the OMol25 dataset. Energies are from wB97M-V/def2-TZVPD.

```
14
C4H7NO2 wB97M-V/def2-TZVPD
O -1.31597 -0.60977 -2.69462
O -0.53020 0.92465 0.69690
N 1.53544 0.62624 1.91007
C -0.71065 -0.56972 0.87592
C 0.62665 0.26197 0.93880
C 0.56442 -0.94979 0.14239
C -1.51186 0.35955 -2.00347
H 0.55660 -0.95011 -0.94466
H -0.70941 1.07647 -1.75317
H -0.95975 -0.90741 1.87001
H 1.12495 -1.77183 0.59487
H -2.50341 0.59082 -1.56951
H 2.49281 0.35916 1.74389
H 1.40196 1.52714 2.34280
```

Properties
E_HOMO: -7.69 eV
Structure (SMILES): N[C@]12C[C@@H]1O2.C=O
2S+1: 1

***

Here is the molecule C4H7NO2 in a non-equilibrium geometry from the OMol25 dataset. Energies are from wB97M-V/def2-TZVPD.

```
14
C4H7NO2 wB97M-V/def2-TZVPD
O -1.10481 -1.09097 0.15551
O -0.21846 0.73741 1.40677
N 1.01008 -1.17715 1.74746
C 0.83091 -0.13659 -0.95478
C 0.11464 -0.53068 1.19366
C -0.79910 -0.01379 -0.64827
C -0.95352 1.19669 0.26056
H -1.35320 0.08707 -1.60152
H 1.30674 -2.06837 1.37466
H 1.63622 0.43152 -0.43015
H -0.45709 2.07573 -0.15349
H 0.80056 0.24651 -1.95236
H -1.97346 1.43220 0.58237
H 1.16050 -1.18957 -0.98044
```

Properties
E_HOMO: -9.97 eV
Structure (SMILES): [H]/N=C1/OC[C@@H](C)O1
2S+1: 1

***

Here is the molecule C4H7NO2 in a non-equilibrium geometry from the OMol25 dataset. Energies are from wB97M-V/def2-TZVPD.

```
14
C4H7NO2 wB97M-V/def2-TZVPD
O -0.14641 2.08105 -0.41286
O 0.60772 -1.57664 1.73315
N -0.16657 -0.58488 1.15343
C -0.57179 0.76830 -0.72308
C -1.45054 1.76096 -0.00922
C 1.38115 -1.05325 -0.68183
C 0.20713 -0.33458 -0.04260
H -2.17530 2.33731 -0.61286
H -1.36586 0.61655 -1.43417
H -1.75004 1.49537 0.98986
H 0.23682 -1.64929 2.62178
H 2.31696 -0.80239 -0.16243
H 1.27178 -2.14176 -0.58200
H 1.48665 -0.79811 -1.73716
```

Properties
E_HOMO: -9.71 eV
Structure (SMILES): C/C(=N\O)[C@H]1CO1
2S+1: 1

***

Here is the molecule C4H7NO2 from the OMol25 dataset. Energies are from wB97M-V/def2-TZVPD.

```
14
C4H7NO2 wB97M-V/def2-TZVPD
O -0.92544 -0.84492 1.70769
O -0.66940 0.83445 -2.06053
N -1.95207 0.70934 0.40494
C 0.42067 0.21959 0.02515
C -0.89067 -0.04936 0.78726
C 0.26284 0.32105 -1.48272
C 1.49841 -0.78845 0.41250
H -1.94286 1.11674 -0.52218
H 1.11441 -0.08857 -2.06445
H 1.12135 -1.81062 0.32044
H 1.80288 -0.64804 1.45078
H 2.38172 -0.67756 -0.22635
H 0.73916 1.23036 0.32838
H -2.84083 0.46414 0.81659
```

Properties
E_HOMO: -9.98 eV
Structure (SMILES): C[C@@H](C=O)C(N)=O
2S+1: 1

***

Here is a cluster of 2 separate species, C4H7NO2 in total in a non-equilibrium geometry from the OMol25 dataset. Energies are from wB97M-V/def2-TZVPD.

```
14
C4H7NO2 wB97M-V/def2-TZVPD
O 0.16234 -1.70082 0.34008
O 3.07306 -1.01794 -0.14432
N 3.80623 1.16166 -0.46179
C -0.06914 0.98936 -0.07485
C 3.51212 0.03591 -0.14681
C -0.55608 -0.13959 0.74509
C -1.26344 0.22936 -0.47916
H 0.06783 1.95673 0.42227
H 0.97016 -1.94419 -0.15981
H 0.63101 0.84252 -0.91868
H 4.17829 1.88581 0.17305
H 0.29856 -2.13315 1.13613
H -2.15823 0.83797 -0.19911
H -1.45367 -0.47545 -1.34028
```

Properties
E_HOMO: -7.43 eV
2S+1: 1

***

Here is a cluster of 2 separate species, C4H7NO2 in total in a non-equilibrium geometry from the OMol25 dataset. Energies are from wB97M-V/def2-TZVPD.

```
14
C4H7NO2 wB97M-V/def2-TZVPD
O 0.39137 -1.05954 0.60816
O 3.31792 -0.87447 0.30845
N 1.12369 1.28482 0.53282
C -0.36566 -0.29548 -0.30666
C 2.42666 -0.45754 -0.27010
C -1.82316 -0.67734 -0.23773
C -0.01427 1.13901 -0.00324
H -2.20083 -0.46995 0.76762
H 1.49848 2.22182 0.46466
H -2.42296 -0.12815 -0.96822
H 0.04146 -0.47635 -1.32618
H 0.48472 -0.42574 1.33865
H -0.54231 1.96580 -0.46767
H -1.91511 -1.74691 -0.44056
```

Properties
E_HOMO: -9.67 eV
2S+1: 1